Below is C9H9EuNO4 as an isolated structure at a distorted geometry, with properties calculated with ωB97M-V/def2-TZVPD.

ORCA input file:
```
! wB97M-V def2-TZVPD RIJCOSX def2/J DEFGRID3
* xyz 3 7
Eu -0.0266 0.0175 -1.1611
O -3.7742 0.0174 -1.2369
O -0.0144 3.8158 -0.9817
O 3.7586 0.0303 -1.2200
O 0.0011 -3.7969 -0.9669
N 0.1627 -0.2583 1.0796
C -0.0067 -0.6551 -3.7546
C 0.5757 0.3342 3.5471
C -0.5556 -0.3442 4.3743
C -2.6405 0.0255 -1.2344
C -0.0250 -2.6523 -1.1464
C -0.0181 2.6527 -1.0106
C 2.6125 0.0461 -1.2903
C 0.3874 0.0755 2.1703
C -0.0091 0.7062 -3.7610
H -0.9279 -1.2682 -3.6582
H 0.9147 -1.2666 -3.6573
H 0.5334 1.4383 3.6273
H 1.5718 -0.0222 3.8449
H -0.9318 1.3164 -3.6607
H -0.3884 -0.1988 5.4613
H -1.5231 0.0800 4.1207
H -0.5857 -1.4146 4.1746
H 0.9094 1.3213 -3.6601
*
```

Results
* LUMO (alpha / beta): -15.31 / -13.27 eV
* ΔE to the lowest compared entry with this formula, charge and spin: 0.0 kJ/mol
* orbital gap (alpha / beta): 6.8 / 8.9 eV
* HOMO (alpha / beta): -22.15 / -22.16 eV
* E: -38454.4303 eV